(1)
Computed, not measured: a cluster of 2 separate species, C6H16NO in total, with ωB97M-V with the def2-TZVPD basis set.

The geometry in XYZ format:
```
24
Properties=species:S:1:pos:R:3:forces:R:3
H 0.8170 -1.0077 0.4676 0.308 0.069 -0.285
N -0.9987 -1.9485 0.2206 0.454 -0.550 1.031
H 0.4998 -1.5904 -1.2266 0.454 -0.340 -0.190
H 0.6801 -4.6120 -1.4421 0.022 0.033 0.117
H -1.5056 1.7726 1.3571 -0.024 -0.229 0.408
C 0.3472 1.4414 -0.5066 0.769 0.594 -0.131
H -0.6904 0.2815 -1.8271 -0.293 -0.371 0.044
C 1.0589 2.0166 -1.4756 -0.124 1.460 -0.216
H 1.2135 1.8336 -2.5305 -0.709 -0.888 -0.066
C 0.1160 -1.0979 -0.3628 -2.292 0.921 1.212
H -0.7457 -2.3634 1.2400 0.431 -0.314 -0.752
H -1.2970 -2.6832 -0.4304 -0.128 -0.162 0.195
H 1.3364 -4.1455 -0.1305 -0.185 0.026 -0.016
C 0.6229 1.9551 0.9111 -1.578 -0.902 -0.570
C -0.6322 2.3138 1.7192 0.063 0.117 -0.326
H 1.2229 2.8522 0.8309 0.697 -0.341 0.221
H 1.0940 1.0594 1.3284 0.527 0.585 0.593
O 0.6185 -3.9423 -0.7487 0.208 -0.268 -0.190
H -1.7947 -1.4167 0.5791 -0.268 0.343 -0.672
H 1.4636 3.0084 -1.2748 0.522 -0.315 0.429
H -1.5199 0.4536 -0.3113 0.065 -0.353 0.279
C -0.5440 0.2459 -0.7447 1.257 0.777 -0.936
H -0.5023 2.2176 2.7946 -0.042 -0.380 0.000
H -0.8605 3.3560 1.5633 -0.135 0.487 -0.181
```
Forces are in eV/Å.

Properties
HOMO (spin up / spin down)	-3.44 / -9.47	eV
lowest unoccupied orbital energy (spin up / spin down)	0.02893 / 0.01822	hartree
2S+1	2
largest force on an atom	2.75	eV/A
energy relative to the best compared isomer or geometry (same formula, charge and spin)	2.454	eV

***

(2)
Computed, not measured: a cluster of 2 separate species, C6H16NO in total, with ωB97M-V with the def2-TZVPD basis set.

The geometry in XYZ format:
```
24
Properties=species:S:1:pos:R:3:forces:R:3
H 0.1128 -0.9612 -3.8022 -0.083 -0.062 0.306
H 1.0122 2.8653 -1.0870 -0.285 -0.234 -0.224
H -0.7852 2.4122 0.5286 -0.411 0.606 -0.149
H 0.4476 0.9939 2.2864 0.574 0.419 -0.443
C 0.1743 -0.8313 1.1969 -0.128 0.249 1.065
N -0.9961 0.8380 -0.8381 0.231 0.169 -0.827
H -1.0672 1.4208 -1.6744 0.065 -0.156 -0.112
H -1.1377 0.7187 1.8324 -0.014 -0.358 0.030
C -0.2072 1.5717 0.2024 0.844 -0.450 1.089
H -0.5051 -0.0259 -1.1154 0.081 0.131 -0.201
O -0.1709 -1.0117 -2.8769 0.038 0.044 0.015
H 1.7677 -0.8749 -0.2510 0.449 0.430 0.726
H -1.7802 -1.5991 1.3950 -0.224 -0.025 0.492
H -1.9444 0.5625 -0.6109 -0.260 0.081 0.563
H 1.3667 -2.4188 0.6083 -0.017 -0.081 -0.034
H -0.1123 -1.9416 -2.6288 0.043 -0.023 -0.182
H 1.7991 2.3786 0.3455 -0.257 0.010 0.471
C -0.8318 -1.7028 1.9261 1.087 -0.723 0.012
H 1.6474 1.2039 -0.8713 -0.255 0.016 -0.241
C 1.0955 2.0203 -0.4005 0.919 0.150 -0.280
H -0.5313 -2.7507 1.9119 -0.045 -0.081 -0.494
H -0.8838 -1.5339 3.0021 -0.450 0.704 -0.096
C -0.1197 0.6454 1.4258 -1.290 -0.351 -0.308
C 1.2207 -1.3471 0.5616 -0.612 -0.465 -1.180
```
Forces are in eV/Å.

Properties
HOMO	-13.27	eV
lowest unoccupied orbital energy	-0.11452	hartree
total charge	+1
2S+1	1
largest force on an atom	1.45	eV/A
energy relative to the best compared isomer or geometry (same formula, charge and spin)	1.012	eV

***

(3)
Computed, not measured: the molecule C6H16NO2PS, with ωB97M-V with the def2-TZVPD basis set.

The geometry in XYZ format:
```
27
Properties=species:S:1:pos:R:3:forces:R:3
C -1.6658 -0.0591 1.6635 0.106 -0.233 0.742
H -2.3963 -0.3106 2.4858 0.891 0.097 -0.945
H 1.4349 3.1737 0.6246 -1.410 -0.928 0.778
S 0.4010 2.4714 1.3130 0.748 0.001 -2.631
C -3.7055 0.2437 0.0380 0.324 -0.619 4.200
H -3.7797 -0.8187 0.3986 -0.297 0.891 -0.525
C 1.9947 -1.5775 -1.6867 2.723 -0.100 1.364
C -2.3144 0.7580 0.5605 -2.524 -1.658 1.565
H 3.0546 -1.8352 -1.9540 -0.901 -0.007 0.182
H -3.7232 0.2675 -0.9908 -0.158 0.181 -2.231
H 0.2310 2.2515 -2.4139 -0.608 1.265 -1.137
H -1.1564 -0.8976 1.2071 -0.621 -0.906 0.063
H 2.5983 -0.7852 1.5876 -0.426 0.602 1.088
C 2.0809 -0.6650 -0.4917 0.389 0.914 -0.658
N 0.7636 1.6239 -1.8807 -0.588 -1.181 1.108
H -2.4070 1.7195 0.9390 -0.368 2.151 0.474
H 3.7787 -1.3356 0.5357 2.378 -0.141 -0.461
C 2.7615 -1.3266 0.6985 -2.223 -1.402 -0.869
O 0.7685 -0.2179 -0.0663 -1.331 1.010 -0.608
H 2.6745 0.1720 -0.8718 -0.228 0.449 0.663
H 2.4285 -2.3992 0.8099 0.160 1.109 0.034
H -0.7687 0.4389 2.0773 -0.829 0.201 0.183
H 1.5072 -2.4183 -1.3371 -1.037 -2.207 0.272
H 1.5394 -1.2159 -2.5366 -1.114 1.218 -1.650
P -0.0090 1.1186 -0.6370 3.149 -0.556 2.449
O -1.5559 0.7795 -0.5640 3.155 0.462 -2.965
H -4.5353 0.8441 0.4916 0.640 -0.614 -0.486
```
Forces are in eV/Å.

Properties
HOMO	-9.22	eV
lowest unoccupied orbital energy	0.02100	hartree
2S+1	1
SMILES string	CC(C)OP(=N)(S)OC(C)C
largest force on an atom	4.35	eV/A
energy relative to the best compared isomer or geometry (same formula, charge and spin)	0.020	eV

***

(4)
Computed, not measured: the molecule C6H16NO3P, with ωB97M-V with the def2-TZVPD basis set.

The geometry in XYZ format:
```
27
Properties=species:S:1:pos:R:3:forces:R:3
H 4.0382 -0.3590 0.2988 0.012 -0.096 -0.051
P 0.5049 0.7202 0.3817 -2.415 -1.597 -1.875
C 1.9506 -0.7557 -1.4962 -0.225 -0.066 0.259
O 1.6595 -1.6139 0.6989 -0.075 -0.419 0.309
H 2.1784 0.1396 -2.0677 0.070 0.056 -0.119
O 0.3493 1.0460 1.7991 0.144 0.128 0.613
H 0.4501 1.9612 -1.5563 -0.045 0.017 -0.086
H 0.2726 2.8860 -0.1705 0.011 0.113 -0.043
H -3.5409 -1.5743 1.1630 -0.113 -0.040 0.058
C 3.1687 0.2745 0.4636 -0.088 0.002 0.041
C -2.0956 -0.1225 0.4826 -0.788 0.044 0.375
H -1.8629 -2.1457 1.1782 0.026 -0.088 0.050
H -4.0541 0.7578 0.2332 -0.145 0.041 0.044
H 2.7197 -1.5038 -1.6752 0.100 -0.026 -0.012
C -2.5941 -1.5570 0.6298 0.253 0.353 0.016
H 1.4508 -1.3738 1.6126 0.075 -0.113 -0.011
H -2.7226 1.7697 -0.3446 -0.026 0.110 -0.021
C 1.9023 -0.4299 -0.0145 -0.286 0.835 -0.114
H 0.9900 -1.1567 -1.8062 -0.060 -0.083 -0.136
H -3.2295 0.3603 -1.2836 -0.043 -0.038 -0.096
O -0.8826 -0.1578 -0.2406 3.284 1.443 0.462
C -3.0949 0.7494 -0.2764 0.329 -0.156 0.206
H -2.7269 -2.0019 -0.3539 -0.050 -0.057 -0.096
H 3.2931 1.2117 -0.0739 0.116 0.070 -0.007
H -1.9124 0.3096 1.4765 -0.068 -0.106 -0.147
H 3.0875 0.4958 1.5270 0.072 0.032 0.063
N 0.7008 2.0701 -0.5854 -0.063 -0.357 0.319
```
Forces are in eV/Å.

Properties
HOMO	-10.08	eV
lowest unoccupied orbital energy	0.02857	hartree
2S+1	1
SMILES string	CC(C)O[P@@](N)(=O)C(C)(C)O
largest force on an atom	3.62	eV/A
energy relative to the best compared isomer or geometry (same formula, charge and spin)	0.000	eV

***

(5)
Computed, not measured: a cluster of 3 separate species, C6H16NO9S2 in total, with ωB97M-V with the def2-TZVPD basis set.

The geometry in XYZ format:
```
34
Properties=species:S:1:pos:R:3:forces:R:3
H 2.4629 -2.7359 -3.3108 -0.893 1.871 0.426
H 0.1879 1.1521 8.5502 3.500 2.710 2.988
O 0.6369 -0.0909 3.7002 -0.023 0.544 -0.527
C -1.7001 0.0171 2.8812 -2.426 -0.678 -1.453
H 2.8099 -1.1049 -2.5298 1.733 0.314 0.167
O 0.3639 -1.2379 -4.6848 -1.227 0.152 -2.949
H -2.1241 -1.1029 -5.0888 1.066 -0.113 -1.290
H 1.3749 -1.6239 -2.0988 0.390 -0.689 -2.219
N 0.6049 0.9791 -1.1278 -0.280 -0.113 2.636
H -2.3121 -1.5669 -6.9218 1.763 1.507 1.961
H 1.5159 0.1921 -3.8488 -0.399 3.412 1.132
O -0.8411 0.6491 5.3512 -2.186 -0.835 -0.772
C 1.6619 -0.7329 -4.2108 -1.595 -4.765 1.556
H -2.5141 0.0961 -6.2518 2.439 -0.608 -0.203
H -0.1811 2.4391 6.0762 0.197 -1.680 0.525
S -0.0481 -0.7949 -6.2988 2.494 2.056 4.204
S -0.4721 0.8271 3.7622 3.553 -2.125 1.259
O 0.5239 0.5001 -6.4568 -0.758 1.294 0.026
H -1.2811 -0.2959 1.9132 1.402 -0.989 0.776
O -0.3641 1.3171 -1.7638 -1.941 0.635 -2.214
C 2.0779 -1.6789 -3.0368 -1.166 -0.125 0.794
C -0.0421 1.2981 6.2622 3.555 4.068 1.466
C -0.3431 0.9391 7.7492 -3.471 -3.462 -3.891
O 0.4699 -1.7009 -7.2318 -0.396 -2.683 -1.253
H 1.1409 1.1711 6.1052 -2.586 -0.257 -0.040
C -1.7871 -0.8019 -6.1348 -5.081 -1.536 -0.428
H -2.2091 -0.7999 3.4752 0.759 1.055 -0.857
O 1.7079 1.4571 -1.3128 2.038 0.508 -1.073
O -0.2611 2.1911 3.4562 -0.707 0.875 -0.131
H -2.3631 0.6081 2.2292 -0.747 0.862 1.645
H -1.3881 1.1651 8.0842 0.602 -0.541 -0.736
O 0.4329 0.2241 -0.1448 0.005 -1.208 0.668
H -0.0971 -0.1619 7.8272 -1.211 0.496 -0.389
H 2.3549 -0.7939 -4.9678 1.599 0.047 -1.803
```
Forces are in eV/Å.

Properties
HOMO	-4.43	eV
lowest unoccupied orbital energy	0.09504	hartree
total charge	-1
2S+1	1
largest force on an atom	6.26	eV/A
energy relative to the best compared isomer or geometry (same formula, charge and spin)	0.000	eV

***

(6)
Computed, not measured: a cluster of 2 separate species, C6H16O in total, with ωB97M-V with the def2-TZVPD basis set.

The geometry in XYZ format:
```
23
Properties=species:S:1:pos:R:3:forces:R:3
H -1.9742 1.2573 -2.9292 0.354 0.201 -0.317
H -2.4651 0.7955 0.5332 0.154 -0.049 0.234
H 2.9295 0.0653 2.6247 0.046 -0.232 0.201
C -1.5839 1.1354 -1.9271 -0.695 0.350 0.453
H 1.7044 1.0980 0.6488 -0.196 0.132 0.313
H 0.6756 -0.3046 0.6102 -0.097 -0.126 0.496
H -2.7589 -1.0075 0.4757 0.317 0.307 0.265
C 2.7209 -0.6422 0.0979 -0.291 -1.119 -0.529
H 2.3684 -0.8557 -0.9200 0.066 0.619 -0.055
H -0.5088 1.3201 -1.8557 -0.002 -0.347 -0.434
O -0.8294 -1.0176 -1.0406 -0.574 0.227 -0.425
C -2.0166 -0.2169 -1.3535 1.574 -0.181 1.073
C 1.6488 0.0451 0.9422 0.452 0.171 -0.588
H -2.0018 1.9385 -1.3092 -0.176 -0.059 -0.215
H -0.1118 -0.3933 -0.9300 0.167 -0.058 -0.059
H 3.6712 -0.1160 0.0482 -0.027 0.154 0.072
H -3.8649 0.0425 -0.2809 0.048 0.489 0.010
C 1.8691 -0.1198 2.4387 0.326 0.432 -0.143
H 1.5941 -1.1035 2.8180 0.078 -0.033 -0.131
H 2.9264 -1.6665 0.4128 0.099 0.020 0.567
H 1.3469 0.6347 3.0187 -0.308 0.025 0.054
H -2.5431 -0.8376 -2.0681 -0.317 0.126 -0.143
C -2.7968 -0.0512 -0.0546 -0.996 -1.049 -0.699
```
Forces are in eV/Å.

Properties
HOMO	-10.12	eV
lowest unoccupied orbital energy	0.03649	hartree
2S+1	1
SMILES string	CC(C)O.CCC
largest force on an atom	1.91	eV/A
energy relative to the best compared isomer or geometry (same formula, charge and spin)	0.850	eV